Entry 1:
14
Properties=species:S:1:pos:R:3:forces:R:3 method="wB97M-V/def2-TZVPD" e_above_lowest_kcal_mol=40.8 lumo_energy_ev=-5.64 charge=+1 homo_ev=-13.96
C -0.0209 -0.1085 0.5220 -0.50 2.79 0.69
C 1.4945 -0.2484 0.6881 -1.45 -0.77 2.93
N -0.3737 0.3453 -0.7722 -1.41 -0.71 -2.05
O 2.4988 1.0368 -1.3302 -0.64 1.02 -2.90
O 1.7776 -2.8776 1.2878 1.44 -2.27 3.13
O -0.5404 -1.4195 0.7706 -0.64 -0.98 0.24
P 2.8281 0.5738 0.1072 0.07 0.08 -0.24
P 1.2853 -2.3311 0.0938 -1.09 1.52 -2.61
H -0.4168 0.6793 1.2902 0.59 -1.67 -1.23
H 1.5972 -0.5116 1.8192 0.56 0.41 -1.92
H -1.3909 0.6915 -0.8458 2.18 -1.02 0.06
H 1.8287 1.1955 -2.0953 1.21 -0.62 2.56
H -0.1626 -0.4053 -1.5336 -0.84 1.80 1.76
H -1.0263 -1.6222 1.5998 0.52 0.42 -0.41

***

Entry 2:
79
Properties=species:S:1:pos:R:3:forces:R:3 method="wB97M-V/def2-TZVPD" e_above_lowest_kcal_mol=219.6 smiles="CN(C)P(=O)(N(C)C)N(C)C.CN(C)P(=O)(N(C)C)N(C)C.CCP(C)N(C)S(=O)(=O)F" lumo_energy_ev=-1.72 homo_ev=-7.33
C -1.8020 7.2805 -1.2313 -0.63 0.07 -0.51
N -0.8228 6.3571 -0.7400 -0.60 1.75 1.39
C -0.3184 6.7775 0.5652 0.30 -0.31 -0.08
P -0.3715 4.8206 -1.2621 -6.36 2.84 -2.39
O -1.2849 4.0956 -0.2435 3.61 -1.27 0.93
N -1.1880 4.2047 -2.6270 -1.05 -1.32 -1.82
C -2.4984 4.6807 -3.0435 -0.30 0.42 0.14
C -1.2258 2.7335 -2.6364 0.45 -0.01 0.04
N 0.6786 5.6541 -2.4330 4.95 -2.59 0.49
C 2.0640 5.7308 -1.9731 -0.18 0.06 -0.17
C 0.3804 6.7421 -3.3408 -0.76 -0.12 0.36
H -1.3859 8.2900 -1.2808 0.10 0.12 0.05
H -2.6842 7.3258 -0.5853 -0.15 0.00 0.11
H -2.1657 7.0570 -2.2361 0.20 -0.09 0.23
H 0.5992 7.3568 0.4405 0.11 0.24 0.17
H -0.0918 5.9233 1.2056 -0.04 -0.05 -0.03
H -1.0409 7.3909 1.1162 -0.03 -0.11 -0.23
H -3.1693 4.8473 -2.1948 -0.19 0.04 -0.02
H -2.9983 3.9830 -3.7280 0.36 -0.15 0.29
H -2.4140 5.6006 -3.6233 -0.04 0.13 0.13
H -2.0203 2.3458 -1.9917 0.06 0.00 0.01
H -0.2736 2.3183 -2.2841 -0.08 0.03 0.00
H -1.3829 2.3505 -3.6509 0.00 0.24 0.07
H 2.2113 6.5773 -1.2969 0.30 0.21 0.13
H 2.7597 5.8265 -2.8137 -0.06 0.09 0.03
H 2.3387 4.8156 -1.4391 -0.01 0.03 0.03
H 0.4658 7.7197 -2.8554 -0.08 0.15 0.11
H -0.6051 6.6631 -3.7974 -0.02 -0.10 0.19
H 1.0850 6.7332 -4.1813 0.15 -0.29 0.26
C 1.5161 -5.9368 2.4737 -0.35 -0.17 0.70
N 2.2761 -4.9396 1.7801 -1.27 -1.47 -1.31
C 2.1662 -5.1128 0.3335 0.33 0.27 0.02
P 3.0201 -3.5261 2.3145 -5.01 -3.21 4.35
O 1.8286 -2.6250 1.9074 3.00 1.37 -2.16
N 2.8861 -3.1715 3.9775 -0.13 0.93 2.30
C 1.8294 -3.7147 4.8172 -0.35 -0.39 -0.09
C 2.9702 -1.7271 4.2474 0.40 0.08 -0.26
N 4.3898 -4.5621 2.7826 4.48 2.65 -2.07
C 5.4539 -4.5542 1.7804 -0.09 -0.09 0.21
C 4.4066 -5.7985 3.5362 -0.83 0.19 0.01
H 1.8359 -6.9386 2.1755 0.05 -0.10 -0.10
H 0.4460 -5.8614 2.2575 -0.19 0.02 -0.04
H 1.6154 -5.9019 3.5602 0.09 0.13 -0.27
H 3.0059 -5.7061 -0.0350 0.01 -0.19 -0.24
H 2.1758 -4.1555 -0.1904 -0.01 0.05 0.05
H 1.2358 -5.6135 0.0407 0.07 0.06 0.23
H 0.8586 -3.7214 4.3116 -0.17 -0.04 0.10
H 1.7103 -3.1546 5.7539 0.23 0.20 -0.39
H 2.0724 -4.7259 5.1462 -0.10 -0.11 -0.12
H 2.0139 -1.2265 4.0682 0.03 0.08 -0.10
H 3.7231 -1.2551 3.6044 -0.11 -0.04 0.05
H 3.2735 -1.5375 5.2831 -0.03 -0.25 -0.11
H 5.2443 -5.2617 0.9735 0.21 -0.18 -0.28
H 6.4234 -4.8038 2.2247 -0.08 -0.08 -0.02
H 5.5556 -3.5565 1.3416 -0.02 -0.02 -0.03
H 4.2089 -6.6700 2.9037 -0.13 -0.12 -0.09
H 3.7047 -5.8040 4.3687 -0.09 0.13 -0.14
H 5.3923 -5.9454 3.9941 0.05 0.33 -0.25
C -0.4124 -1.5178 -0.8922 -0.46 -0.56 -0.68
C -1.5304 -2.2156 -1.8672 -0.35 -1.16 0.74
P -3.1688 -1.1721 -2.0199 1.38 1.33 -1.27
C -3.2333 0.1603 -0.6278 -0.62 0.46 1.66
N -4.4619 -2.3861 -1.8508 -0.25 1.99 0.62
C -4.7784 -2.7242 -0.4132 -0.63 -2.13 1.78
S -5.8750 -2.0246 -2.8050 -5.87 -3.59 -0.83
O -6.4147 -3.4101 -3.3314 2.84 5.71 1.85
O -6.9918 -1.2465 -2.0704 4.92 -1.86 -2.69
F -5.3635 -1.1812 -4.2472 -0.65 -1.55 3.48
H -0.7463 -1.7277 0.2182 0.94 0.70 -2.23
H -0.3737 -0.3647 -1.1458 0.14 -2.40 0.74
H 0.6275 -2.0338 -1.1152 -2.13 1.24 0.67
H -1.8462 -3.2869 -1.4549 0.84 2.19 -0.77
H -1.1781 -2.3902 -2.9719 -0.60 0.55 2.18
H -4.1382 0.9122 -0.8241 1.93 -1.81 0.18
H -2.2584 0.8250 -0.5800 -1.92 -1.61 -0.32
H -3.4019 -0.2838 0.4476 0.39 0.92 -1.93
H -3.9063 -2.4033 0.3262 -1.84 -0.43 -1.93
H -5.7964 -2.3120 -0.0116 2.00 -0.53 -0.96
H -4.8294 -3.9110 -0.3343 -0.03 2.52 -0.19

***

Entry 3:
19
Properties=species:S:1:pos:R:3:forces:R:3 method="wB97M-V/def2-TZVPD" e_above_lowest_kcal_mol=95.2 lumo_energy_ev=1.13 homo_ev=-6.83
C -0.1904 -0.3182 0.0757 -3.67 3.44 0.87
C -1.1557 1.5368 0.2821 -0.50 -2.72 -0.16
C 0.9885 0.3602 -0.2552 4.40 -4.01 -0.46
C -0.9276 -1.1488 -0.9337 0.02 0.24 0.15
C 2.1893 -1.3385 -0.3151 -0.66 2.91 -0.28
N -1.5480 1.8535 1.6082 0.09 0.13 0.25
H -0.2261 -0.7200 1.0870 -0.05 0.16 0.00
H -0.7751 2.1267 2.2018 -0.07 -0.09 -0.02
H -2.0797 1.1175 2.0545 0.10 0.08 -0.03
H -0.6431 2.3800 -0.1764 0.58 -0.38 -0.03
H -2.0239 1.2939 -0.3264 -0.16 0.12 -0.01
H 1.4675 0.9332 0.5304 -0.04 0.12 -0.16
H 1.0805 0.7376 -1.2678 0.02 0.16 0.09
H -1.9942 -1.1718 -0.6996 0.02 -0.07 -0.05
H -0.5613 -2.1756 -0.9233 0.05 -0.08 -0.06
H -0.8039 -0.7475 -1.9393 0.00 0.00 -0.06
H 3.1740 -0.8953 -0.1927 0.17 -0.30 -0.14
H 1.9790 -2.0420 0.4868 -0.34 0.25 0.09
H 2.0502 -1.7818 -1.2970 0.05 0.03 0.00

***

Entry 4:
66
Properties=species:S:1:pos:R:3:forces:R:3 method="wB97M-V/def2-TZVPD" e_above_lowest_kcal_mol=10.4 multiplicity=6 lumo_energy_ev="0.25 / 0.25" s2=9.32 homo_ev="-7.47 / -7.44"
C -4.7106 -0.5998 -2.2111 -0.45 0.00 0.11
C -3.3566 -0.6491 -1.8941 -0.09 0.11 0.32
N -2.8732 0.0008 -0.8020 -0.37 -0.11 -0.02
C -3.7224 0.6827 0.0069 -0.12 -0.03 -0.26
C -5.0806 0.7492 -0.2757 -0.30 0.04 -0.11
C -5.5977 0.1009 -1.3963 0.47 -0.04 0.02
C -2.4501 -1.4428 -2.8331 -0.16 0.03 0.20
P -0.9324 -2.0691 -2.0022 -0.28 0.16 -0.41
Dy -0.3476 0.1025 -0.4663 1.91 -0.12 0.18
P -1.5011 1.9384 1.1782 0.13 -0.20 0.02
C -3.2511 1.4145 1.2794 -0.22 -0.10 -0.37
O -1.2436 0.1434 -4.8816 0.36 1.04 -0.38
O 1.0268 1.1162 -3.7081 0.09 -0.50 1.06
H -5.0472 -1.1409 -3.0953 -0.03 0.20 0.24
H -5.7131 1.3271 0.3987 0.04 -0.23 -0.25
H -6.6636 0.1398 -1.6239 0.31 0.00 0.04
C -1.3405 -3.6403 -1.1971 0.10 -0.27 0.01
C 0.2421 -2.4377 -3.3307 0.14 -0.31 -0.29
H -3.8832 2.3100 1.4174 0.06 -0.49 0.08
H -3.3750 0.7420 2.1530 0.12 0.34 -0.45
H -2.1216 -0.7666 -3.6867 -0.27 -0.82 0.89
H -3.0169 -2.3087 -3.2244 0.11 0.49 -0.04
C -0.9027 2.0209 2.8840 0.07 0.19 0.35
C -1.4776 3.6247 0.5009 -0.02 0.23 0.15
H 0.4325 1.4832 -2.9808 0.53 -0.28 -0.43
H 1.6135 0.4783 -3.2093 -0.55 0.78 -0.63
H -0.4077 0.5391 -4.4842 -0.54 -0.27 -0.46
H -1.7526 0.8866 -5.2558 0.50 -0.44 0.25
H -0.6997 -1.0146 1.0492 -0.69 -0.73 1.37
H -0.5178 1.4489 -1.7870 -0.45 1.53 -1.14
H -1.5687 -4.4381 -1.9209 0.04 0.19 0.27
H -0.4449 -3.8981 -0.6055 -0.45 -0.11 -0.17
H -2.1815 -3.4887 -0.5032 0.32 -0.05 -0.23
H -0.1408 -3.2321 -3.9904 0.26 0.23 0.12
H 0.4568 -1.5311 -3.9186 -0.20 -0.37 0.25
H 1.1864 -2.7375 -2.8501 -0.30 -0.03 -0.26
H -1.9522 4.3654 1.1630 0.14 -0.15 -0.24
H -0.4107 3.8641 0.3544 -0.42 0.05 0.04
H -1.9598 3.6132 -0.4886 0.17 0.02 0.34
H -1.4456 2.7643 3.4875 0.23 -0.22 -0.08
H -0.9948 1.0181 3.3301 -0.02 0.35 -0.16
H 0.1716 2.2646 2.8319 -0.47 0.02 0.09
C 2.6447 -2.4090 2.0857 -0.14 -0.17 -0.01
C 2.8442 -1.1049 2.8369 -0.06 0.16 0.16
C 3.4414 0.0843 2.0342 0.19 0.75 -0.12
C 4.0301 1.1681 2.9843 0.38 -0.27 -0.36
C 3.1024 1.6072 4.1037 -0.14 0.18 0.06
C 4.5301 -0.3551 1.0515 1.01 -0.49 0.05
O 5.7006 -0.5469 1.3479 -1.25 0.19 -0.12
N 4.1282 -0.5177 -0.2728 0.66 -0.43 -0.59
C 2.8497 -0.4416 -0.8031 -1.00 0.39 0.20
O 2.6245 -0.6243 -2.0150 0.38 -0.32 1.34
N 1.8896 -0.0837 0.0996 0.59 0.37 -0.92
C 2.3623 0.6944 1.1418 -0.46 1.40 0.26
O 1.9392 1.8506 1.2914 0.14 -1.72 0.10
H 1.9050 -2.2835 1.2870 0.22 -0.15 0.11
H 2.2593 -3.1600 2.7872 0.09 0.10 -0.21
H 3.5945 -2.7811 1.6803 -0.22 0.03 0.00
H 1.8766 -0.7501 3.2230 0.20 -0.19 -0.03
H 3.4836 -1.2945 3.7114 -0.02 0.20 -0.25
H 4.9739 0.7870 3.4044 -0.31 -0.05 -0.20
H 4.2950 2.0463 2.3763 -0.06 -0.24 0.14
H 2.7489 0.7679 4.7149 0.07 0.21 -0.11
H 3.6504 2.2914 4.7584 -0.14 -0.06 0.00
H 2.2459 2.1475 3.6847 0.14 -0.18 0.24
H 4.8357 -0.8365 -0.9256 0.06 0.18 0.21

***

Entry 5:
15
Properties=species:S:1:pos:R:3:forces:R:3 method="wB97M-V/def2-TZVPD" e_above_lowest_kcal_mol=19.5 smiles="C=CC(C)(C)Br" lumo_energy_ev=0.88 homo_ev=-9.84
C 0.4194 -2.1082 -0.3610 -1.73 2.75 2.08
C -0.3811 -1.2844 0.3787 2.54 1.82 -1.04
C -0.2074 0.5074 0.3906 -1.20 -3.87 0.41
C -1.2378 1.0356 -0.6395 0.05 -0.61 -1.62
C 1.2608 0.9068 0.2594 -1.40 3.27 -1.91
Br -0.8154 0.9704 2.2619 0.23 -0.10 -0.69
H 0.3966 -3.1473 -0.2477 -0.32 -1.43 0.20
H 1.2315 -1.7325 -0.9098 0.71 0.61 -1.12
H -0.9530 -1.6949 1.1902 -0.77 0.13 -0.06
H -1.4083 2.1413 -0.8280 0.94 -1.17 0.53
H -0.9014 0.5066 -1.5984 -0.32 1.12 0.90
H -2.2715 0.6357 -0.5376 0.82 0.03 0.64
H 1.2831 1.9440 0.7421 0.39 -1.14 -1.04
H 1.9884 0.3446 0.7403 0.79 -1.47 1.19
H 1.5960 0.9747 -0.8410 -0.74 0.05 1.52

***

Entry 6:
25
Properties=species:S:1:pos:R:3:forces:R:3 method="wB97M-V/def2-TZVPD" e_above_lowest_kcal_mol=0.0 lumo_energy_ev=5.16 charge=-2 homo_ev=-0.88
C -2.2718 -0.9400 0.1011 -0.27 0.72 -0.80
C -1.7180 -1.1120 -1.2044 -0.72 0.67 0.09
C -1.5222 0.1684 -1.7775 -0.72 -0.20 0.53
H -1.5522 -2.0601 -1.6870 0.22 -0.11 0.05
C -1.9085 1.1472 -0.8303 -0.60 -0.68 -0.03
C -2.3786 0.4763 0.3453 -0.38 -0.37 -1.17
H -2.9358 0.9259 1.1540 0.34 0.05 0.20
H -2.6639 -1.7297 0.7196 0.28 -0.02 0.22
H -1.1954 0.3550 -2.7864 0.33 0.07 -0.01
H -1.9625 2.2089 -1.0123 0.23 0.13 0.12
Cd -0.0591 -0.2248 0.6962 0.69 -0.92 0.50
Cl 0.2272 -2.8315 1.4129 -0.04 -0.11 0.13
C 2.3498 0.1204 0.4621 0.00 0.08 -1.01
C 1.9673 1.3647 -0.1506 0.47 -0.70 -0.66
C 1.5714 1.0825 -1.4856 0.71 -0.30 0.43
H 2.1675 2.3441 0.2597 -0.33 0.03 0.14
C 1.6832 -0.3123 -1.7050 0.75 0.34 0.56
C 2.1691 -0.9135 -0.5178 0.21 0.95 -0.31
H 2.4347 -1.9478 -0.3848 -0.25 -0.11 0.11
H 2.8837 -0.0024 1.3937 -0.32 0.02 0.15
H 1.3037 1.8171 -2.2270 -0.30 0.10 -0.03
H 1.4872 -0.8416 -2.6222 -0.26 -0.04 -0.11
S -0.0027 0.0020 5.3606 0.06 -0.89 2.32
C -0.0207 0.2052 3.7922 -0.19 2.97 -4.42
N -0.0532 0.6978 2.6936 0.09 -1.70 2.99

***

Entry 7:
55
Properties=species:S:1:pos:R:3:forces:R:3 method="wB97M-V/def2-TZVPD" e_above_lowest_kcal_mol=4.8 lumo_energy_ev=-3.13 charge=+1 homo_ev=-10.58
Cd -0.8305 0.1072 -0.5245 -0.36 -0.22 -0.14
N -2.8406 1.9757 2.7862 0.03 -0.10 0.14
C -3.1781 3.0301 1.9531 0.07 0.05 -0.21
C -3.9645 4.1606 2.1385 -0.04 0.00 0.06
C -4.0763 5.0145 1.0608 0.00 -0.01 0.03
C -3.4283 4.7549 -0.1572 0.03 -0.01 -0.06
C -2.6472 3.6332 -0.3369 -0.03 0.01 0.01
C -2.5280 2.7628 0.7439 -0.11 0.15 0.04
N -1.8232 1.5775 0.8689 0.17 -0.14 -0.05
C -2.0356 1.1428 2.0945 -0.14 0.34 -0.11
C -1.4325 -0.0866 2.5733 0.07 -0.26 0.20
C -1.5370 -0.7139 3.7755 0.07 0.09 0.03
S -0.5644 -2.1185 3.7789 -0.09 -0.02 -0.06
C -0.1083 -1.8102 2.1673 0.07 0.02 0.09
N -0.6214 -0.7249 1.6712 0.06 -0.06 -0.08
H -3.1290 1.8590 3.7428 0.00 0.00 0.00
H -4.4649 4.3619 3.0761 0.00 0.01 -0.01
H -4.6781 5.9079 1.1537 0.00 0.00 0.01
H -3.5469 5.4552 -0.9725 0.00 0.00 0.00
H -2.1488 3.4352 -1.2768 0.01 0.00 0.00
H -2.1095 -0.4260 4.6421 0.02 -0.01 0.01
H 0.5562 -2.4472 1.5992 0.00 -0.01 0.02
C 3.3602 1.5903 -3.1345 0.00 0.01 0.03
C 3.1801 1.4744 -1.7655 0.02 0.05 0.00
C 2.5411 0.3542 -1.2460 0.00 -0.06 -0.04
C 2.0797 -0.6546 -2.0911 -0.04 0.00 0.09
C 2.2666 -0.5270 -3.4664 0.01 0.04 -0.04
C 2.9056 0.5875 -3.9841 -0.02 -0.04 -0.01
P 1.1642 -2.0545 -1.3494 -0.06 -0.05 -0.21
C 2.1602 -3.5188 -1.7751 -0.05 -0.04 0.04
C 3.4794 -3.4508 -2.2124 -0.03 -0.01 0.01
C 4.1964 -4.6163 -2.4518 0.03 0.01 -0.01
C 3.6051 -5.8549 -2.2604 -0.01 0.01 0.00
C 2.2905 -5.9308 -1.8179 -0.02 -0.01 0.01
C 1.5762 -4.7711 -1.5674 0.05 0.00 0.00
C -0.2854 -2.1227 -2.4784 0.03 0.15 0.10
C -0.4697 -3.0231 -3.5202 0.05 -0.01 0.03
C -1.5920 -2.9148 -4.3320 -0.03 0.02 0.00
C -2.5151 -1.9030 -4.1139 0.01 0.00 0.00
C -2.3280 -0.9944 -3.0759 0.01 -0.07 -0.07
C -1.2240 -1.1088 -2.2410 0.26 0.16 0.18
H 3.8558 2.4603 -3.5446 0.00 0.00 0.01
H 3.5402 2.2487 -1.1005 0.00 0.00 -0.01
H 2.4232 0.2483 -0.1717 -0.01 0.01 0.01
H 1.8974 -1.2985 -4.1320 0.00 0.01 0.00
H 3.0455 0.6805 -5.0531 0.00 0.00 0.00
H 3.9537 -2.4907 -2.3687 0.00 0.01 0.00
H 5.2214 -4.5511 -2.7926 0.00 -0.01 0.00
H 4.1654 -6.7602 -2.4522 0.00 0.00 0.00
H 1.8227 -6.8947 -1.6649 0.01 0.00 0.00
H 0.5504 -4.8384 -1.2200 0.00 0.00 0.00
H 0.2600 -3.8036 -3.7010 -0.02 0.00 -0.03
H -1.7417 -3.6170 -5.1417 0.01 0.00 0.00
H -3.3866 -1.8199 -4.7508 0.00 0.00 0.00
H -3.0625 -0.2122 -2.9273 0.00 0.00 0.01